Run P
The following is a quantum chemistry calculation of 2 unconnected molecules or ions with the total composition C5H14, from OMol25.

As for the SMILES: CCC.CC. For the orbital gap, the calculation gives 12.5 eV. The HOMO energy comes out at -11.314 eV. As for the molar mass: 74.17 g/mol.

ORCA input file:
```
! wB97M-V def2-TZVPD RIJCOSX def2/J DEFGRID3
* xyz 0 1
C -1.61 -0.81 -2.16
C -1.92 0.31 -1.16
C -0.68 1.06 -0.73
H -0.68 -1.30 -1.89
H -1.52 -0.42 -3.17
H -2.41 -1.56 -2.20
H -2.65 1.01 -1.58
H -2.44 -0.10 -0.29
H 0.15 0.38 -0.48
H -0.27 1.62 -1.57
H -0.81 1.69 0.14
C 2.00 0.49 2.10
C 1.73 -0.97 1.71
H 2.76 0.52 2.88
H 2.38 0.99 1.21
H 1.10 1.06 2.36
H 0.85 -1.04 1.06
H 1.46 -1.54 2.60
H 2.55 -1.41 1.17
*
```

Run Q
The following is a quantum chemistry calculation of 2 unconnected molecules or ions with the total composition C5H14, from OMol25.

As for the SMILES: CCC.CC. For the orbital gap, the calculation gives 12.2 eV. The HOMO energy comes out at -11.155 eV. As for the molar mass: 74.17 g/mol.

ORCA input file:
```
! wB97M-V def2-TZVPD RIJCOSX def2/J DEFGRID3
* xyz 0 1
C 1.94 -1.31 -0.94
C 1.74 -2.04 0.40
C 0.78 -1.35 1.37
H 1.00 -1.36 -1.49
H 2.63 -1.85 -1.58
H 2.06 -0.24 -0.78
H 1.26 -2.98 0.10
H 2.70 -2.37 0.76
H 1.28 -0.45 1.74
H -0.02 -0.97 0.73
H 0.45 -2.13 2.04
C -1.45 2.65 -0.15
C -2.57 1.67 -0.48
H -1.84 3.60 0.21
H -0.75 2.29 0.62
H -0.66 2.63 -0.90
H -2.43 0.74 0.02
H -3.57 1.89 -0.09
H -2.55 1.58 -1.56
*
```

Run R
The following is a quantum chemistry calculation of 2 unconnected molecules or ions with the total composition C5H14, from OMol25.

As for the SMILES: CCC.CC. For the orbital gap, the calculation gives 12.3 eV. The HOMO energy comes out at -11.132 eV. As for the molar mass: 74.17 g/mol.

ORCA input file:
```
! wB97M-V def2-TZVPD RIJCOSX def2/J DEFGRID3
* xyz 0 1
C 1.67 -1.30 -0.38
C 1.17 -0.32 -1.53
C -0.36 -0.38 -1.65
H 1.81 -2.30 -0.82
H 0.93 -1.31 0.43
H 2.71 -1.06 -0.14
H 1.59 0.67 -1.23
H 1.58 -0.79 -2.48
H -0.87 0.47 -1.18
H -0.74 -0.33 -2.69
H -0.67 -1.34 -1.23
C -1.69 0.62 1.93
C -0.57 1.42 1.32
H -1.39 0.15 2.86
H -2.59 1.16 2.10
H -1.84 -0.32 1.36
H -0.73 1.61 0.25
H 0.39 0.93 1.34
H -0.40 2.40 1.74
*
```

Stability, highest: run P

Run P
The following is a quantum chemistry calculation of 2 unconnected molecules or ions with the total composition C5H14, from OMol25.

As for the SMILES: CCC.CC. For the orbital gap, the calculation gives 12.2 eV. The HOMO energy comes out at -10.999 eV. As for the molar mass: 74.17 g/mol.

ORCA input file:
```
! wB97M-V def2-TZVPD RIJCOSX def2/J DEFGRID3
* xyz 0 1
C -0.07 0.14 -1.53
C 1.40 0.44 -1.28
C 1.70 1.93 -1.38
H -0.71 1.00 -1.45
H -0.47 -0.69 -0.95
H -0.16 -0.18 -2.57
H 1.68 0.26 -0.20
H 2.17 -0.02 -1.92
H 1.88 2.22 -2.47
H 0.89 2.51 -0.91
H 2.59 2.26 -0.85
C -1.66 -1.66 1.35
C -1.03 -0.75 2.47
H -0.93 -2.19 0.73
H -2.13 -2.44 1.93
H -2.45 -1.08 0.85
H -1.55 -0.84 3.43
H -1.12 0.27 2.15
H -0.02 -1.17 2.61
*
```

Run Q
The following is a quantum chemistry calculation of 2 unconnected molecules or ions with the total composition C5H14, from OMol25.

As for the SMILES: CCC.CC. For the orbital gap, the calculation gives 12.1 eV. The HOMO energy comes out at -10.941 eV. As for the molar mass: 74.17 g/mol.

ORCA input file:
```
! wB97M-V def2-TZVPD RIJCOSX def2/J DEFGRID3
* xyz 0 1
C 1.41 2.66 0.23
C 0.25 1.94 0.78
C -0.62 1.26 -0.26
H 2.06 2.00 -0.39
H 1.15 3.59 -0.29
H 2.11 3.04 1.06
H 0.56 1.24 1.58
H -0.28 2.63 1.44
H 0.04 0.62 -0.92
H -1.38 0.64 0.16
H -1.18 1.85 -0.98
C -0.57 -2.24 0.13
C -0.46 -3.37 -0.80
H -1.20 -1.43 -0.55
H -1.14 -2.57 1.12
H 0.36 -1.89 0.39
H -1.13 -4.10 -0.66
H -0.54 -3.16 -1.87
H 0.46 -4.03 -0.50
*
```

Run R
The following is a quantum chemistry calculation of 2 unconnected molecules or ions with the total composition C5H14, from OMol25.

As for the SMILES: CCC.CC. For the orbital gap, the calculation gives 11.9 eV. The HOMO energy comes out at -10.744 eV. As for the molar mass: 74.17 g/mol.

ORCA input file:
```
! wB97M-V def2-TZVPD RIJCOSX def2/J DEFGRID3
* xyz 0 1
C -0.24 0.97 -1.11
C 0.46 1.89 -0.17
C -0.47 3.12 0.16
H -0.58 1.56 -2.08
H 0.36 0.19 -1.34
H -1.17 0.77 -0.68
H 0.65 1.45 0.79
H 1.47 2.12 -0.48
H -1.48 3.15 0.51
H -0.01 3.64 1.01
H -0.53 3.74 -0.75
C -0.03 -2.19 0.20
C 0.41 -3.51 0.84
H 0.84 -1.66 -0.19
H -0.78 -2.36 -0.69
H -0.54 -1.61 0.94
H 0.61 -4.28 0.21
H 1.42 -3.29 1.41
H -0.39 -3.69 1.43
*
```

Run S
The following is a quantum chemistry calculation of 2 unconnected molecules or ions with the total composition C5H14, from OMol25.

As for the SMILES: CCC.CC. For the orbital gap, the calculation gives 11.8 eV. The HOMO energy comes out at -10.674 eV. As for the molar mass: 74.17 g/mol.

ORCA input file:
```
! wB97M-V def2-TZVPD RIJCOSX def2/J DEFGRID3
* xyz 0 1
C -0.94 -0.43 -0.14
C -1.48 -0.34 1.28
C -2.68 0.62 1.53
H -1.36 -1.28 -0.80
H 0.14 -0.49 -0.08
H -1.39 0.48 -0.70
H -1.62 -1.42 1.57
H -0.63 0.02 1.92
H -3.34 0.45 0.69
H -2.91 0.36 2.64
H -2.54 1.67 1.42
C 2.12 -0.11 -1.92
C 2.60 0.25 -0.35
H 1.09 -0.54 -2.10
H 2.18 0.79 -2.56
H 2.73 -0.92 -2.29
H 1.85 -0.15 0.42
H 2.67 1.37 -0.19
H 3.52 -0.33 -0.34
*
```

Stability, highest: run P

Run P
The following is a quantum chemistry calculation of 2 unconnected molecules or ions with the total composition C5H14, from OMol25.

As for the SMILES: CCC.CC. For the orbital gap, the calculation gives 12.5 eV. The HOMO energy comes out at -11.458 eV. As for the molar mass: 74.17 g/mol.

ORCA input file:
```
! wB97M-V def2-TZVPD RIJCOSX def2/J DEFGRID3
* xyz 0 1
C -1.12 2.08 2.03
C -1.56 1.34 0.76
C -1.42 -0.15 0.92
H -1.74 1.86 2.90
H -1.06 3.15 1.89
H -0.13 1.70 2.30
H -2.58 1.58 0.48
H -0.92 1.67 -0.06
H -0.38 -0.46 1.01
H -1.91 -0.55 1.81
H -1.81 -0.70 0.07
C 1.53 -1.87 -2.35
C 2.42 -1.27 -1.27
H 1.82 -1.32 -3.24
H 1.64 -2.93 -2.55
H 0.47 -1.70 -2.13
H 2.23 -1.46 -0.21
H 3.49 -1.51 -1.37
H 2.42 -0.19 -1.34
*
```

Run Q
The following is a quantum chemistry calculation of 2 unconnected molecules or ions with the total composition C5H14, from OMol25.

As for the SMILES: CCC.CC. For the orbital gap, the calculation gives 12.3 eV. The HOMO energy comes out at -11.215 eV. As for the molar mass: 74.17 g/mol.

ORCA input file:
```
! wB97M-V def2-TZVPD RIJCOSX def2/J DEFGRID3
* xyz 0 1
C 0.71 2.84 -0.14
C 0.04 1.53 -0.68
C -1.16 1.19 0.18
H 1.66 3.05 -0.64
H 0.82 2.78 0.95
H 0.04 3.71 -0.16
H -0.23 1.71 -1.72
H 0.79 0.78 -0.38
H -2.00 0.72 -0.38
H -1.02 0.39 0.94
H -1.58 2.09 0.63
C 0.28 -3.16 0.87
C 0.17 -2.27 -0.36
H 0.79 -2.56 1.67
H -0.70 -3.39 1.31
H 0.91 -4.04 0.74
H 0.96 -2.56 -1.08
H -0.72 -2.29 -0.99
H 0.17 -1.24 -0.06
*
```

Run R
The following is a quantum chemistry calculation of 2 unconnected molecules or ions with the total composition C5H14, from OMol25.

As for the SMILES: CCC.CC. For the orbital gap, the calculation gives 11.5 eV. The HOMO energy comes out at -10.376 eV. As for the molar mass: 74.17 g/mol.

ORCA input file:
```
! wB97M-V def2-TZVPD RIJCOSX def2/J DEFGRID3
* xyz 0 1
C 1.46 0.80 -1.68
C 0.23 1.15 -0.84
C -1.05 0.91 -1.72
H 1.11 0.10 -2.49
H 1.97 1.75 -1.99
H 2.32 0.29 -1.28
H 0.46 2.22 -0.26
H -0.10 0.54 0.14
H -1.60 -0.01 -1.36
H -0.91 1.08 -2.79
H -1.86 1.73 -1.51
C 0.39 -1.81 1.91
C -0.84 -0.82 2.16
H 1.30 -1.68 2.52
H 0.04 -2.89 1.94
H 0.74 -1.56 0.87
H -0.70 0.14 2.55
H -1.55 -1.32 2.72
H -1.40 -0.62 1.13
*
```

Stability, highest: run P

Run P
The following is a quantum chemistry calculation of a single H3N3O2 molecule, from OMol25.

As for the SMILES: N/[N+]([O-])=N/O. For the orbital gap, the calculation gives 9.9 eV. The HOMO energy comes out at -9.295 eV. As for the molar mass: 77.04 g/mol.

ORCA input file:
```
! wB97M-V def2-TZVPD RIJCOSX def2/J DEFGRID3
* xyz 0 1
N -0.59 1.32 0.33
N -0.17 0.03 0.05
O -1.00 -0.91 0.02
N 1.11 -0.18 -0.29
O 1.44 -1.53 -0.37
H 0.11 1.97 0.05
H -1.57 1.21 0.16
H 0.67 -1.91 0.05
*
```

Run Q
The following is a quantum chemistry calculation of a single H3N3O2 molecule, from OMol25.

As for the SMILES: NN[N+](=O)[O-]. For the orbital gap, the calculation gives 11.6 eV. The HOMO energy comes out at -10.736 eV. As for the molar mass: 77.04 g/mol.

ORCA input file:
```
! wB97M-V def2-TZVPD RIJCOSX def2/J DEFGRID3
* xyz 0 1
N 0.51 0.91 -0.79
N -0.34 -0.06 -0.43
N -0.38 -0.75 0.83
O 0.31 -0.30 1.70
O -1.17 -1.64 0.83
H 0.20 1.80 -0.40
H 1.44 0.65 -0.49
H -0.56 -0.61 -1.25
*
```

Run R
The following is a quantum chemistry calculation of a molecular structure, H3N3O2, from OMol25.

For the orbital gap, the calculation gives 9.8 eV. The HOMO energy comes out at -9.071 eV. As for the molar mass: 77.04 g/mol.

ORCA input file:
```
! wB97M-V def2-TZVPD RIJCOSX def2/J DEFGRID3
* xyz 0 1
N -0.14 0.23 -1.34
N -0.13 -0.72 -0.37
N 0.41 -0.06 1.21
O 0.78 1.07 1.13
O 0.30 -0.86 2.06
H -0.98 0.80 -1.28
H 0.81 0.52 -1.20
H -1.05 -0.97 -0.20
*
```

Run S
The following is a quantum chemistry calculation of 2 unconnected molecules or ions with the total composition H3N3O2, from OMol25.

For the orbital gap (spin up / spin down), the calculation gives 8.7 / 8.8 eV. The HOMO energy (spin up / spin down) comes out at -9.312 / -9.765 eV. As for the molar mass: 77.04 g/mol.

ORCA input file:
```
! wB97M-V def2-TZVPD RIJCOSX def2/J DEFGRID3
* xyz 0 1
N 1.17 0.54 -1.81
N 0.70 -0.98 -0.24
N 0.60 0.14 -0.94
O -0.93 1.16 -0.06
O 1.23 1.60 -2.34
H 0.05 -1.63 -0.61
H 0.55 -0.67 0.76
H -0.35 1.63 0.54
*
```

Stability, highest: run Q